# 1
{"formula": "C23H35NOP2Pb", "method": "wB97M-V/def2-TZVPD", "gap_ha": [0.1484, 0.1484], "total_energy_ev": -51773.6854, "de_lowest_ev": 4.8889, "species": ["Pb", "P", "P", "N", "H", "C", "H", "H", "H", "C", "H", "H", "H", "C", "H", "H", "H", "C", "H", "H", "H", "C", "H", "H", "H", "C", "H", "H", "H", "C", "C", "C", "C", "C", "C", "H", "H", "H", "H", "H", "C", "O", "C", "H", "H", "H", "C", "H", "H", "H", "C", "C", "C", "C", "C", "C", "C", "C", "H", "H", "H", "H", "H"], "positions_angstrom": [[0.5500, 2.0765, -0.9836], [-1.2113, -0.4215, -2.9555], [2.3143, 0.0558, 1.9907], [2.0659, 0.0414, 0.3923], [-0.7776, 1.7862, -2.1995], [-0.8273, 1.0142, -3.9541], [-1.2288, 0.8883, -4.9624], [0.2507, 1.1827, -4.0261], [-1.3016, 1.9038, -3.5133], [-2.9020, -0.9110, -3.2179], [-3.0227, -1.4586, -4.1561], [-3.5713, -0.0473, -3.2477], [-3.2382, -1.5588, -2.4062], [-0.1300, -1.7748, -3.3911], [-0.1647, -1.9776, -4.4721], [-0.4444, -2.6737, -2.8404], [0.8979, -1.5297, -3.0888], [3.4320, 1.3967, 2.3816], [3.8027, 1.2812, 3.4074], [2.8949, 2.3478, 2.2835], [4.2706, 1.3635, 1.6782], [0.7435, 0.4115, 2.7826], [0.7178, -0.0733, 3.7675], [-0.0815, 0.0141, 2.1687], [0.6322, 1.5003, 2.9147], [2.9186, -1.4607, 2.7109], [3.5891, -1.2316, 3.5449], [3.4608, -2.0539, 1.9732], [2.0830, -2.0521, 3.0976], [2.7013, -0.7844, -0.5256], [4.2322, -1.0718, -2.3986], [3.5658, -0.2375, -1.4820], [2.4136, -2.1576, -0.5515], [3.0548, -2.9942, -1.4669], [3.9822, -2.4566, -2.3826], [4.9588, -0.6156, -3.0832], [3.7164, 0.8392, -1.4595], [1.6837, -2.5932, 0.1252], [2.8931, -4.0785, -1.4837], [4.5217, -3.0855, -3.1035], [-0.8049, 3.9835, 1.9086], [0.3980, 3.8211, 2.2503], [-0.9940, 4.7994, 0.6110], [-1.9256, 4.4197, 0.1866], [-0.2987, 4.6350, -0.2400], [-1.1276, 5.8957, 0.6693], [-1.7637, 2.7642, 1.8550], [-2.3651, 2.5470, 2.7492], [-1.3552, 1.8041, 1.4932], [-2.4928, 2.9682, 1.0690], [-0.9315, -0.0631, -1.2282], [-1.4888, -0.5061, -0.1824], [-2.3880, -0.8705, 0.8019], [-1.9722, -1.7425, 1.8505], [-2.9010, -2.2183, 2.7830], [-4.2533, -1.8541, 2.6902], [-4.6751, -0.9764, 1.6632], [-3.7463, -0.4835, 0.7620], [-0.9520, -2.0418, 1.8830], [-2.5590, -2.9011, 3.5697], [-4.9825, -2.2648, 3.4235], [-5.7561, -0.7149, 1.6020], [-4.1106, 0.1956, -0.0382]], "nbo_charge": [0.540, 1.565, 1.828, -1.092, -0.423, -1.006, 0.242, 0.260, 0.296, -0.998, 0.244, 0.260, 0.271, -0.980, 0.241, 0.261, 0.288, -1.006, 0.231, 0.275, 0.254, -1.018, 0.237, 0.281, 0.279, -1.019, 0.246, 0.267, 0.252, 0.161, -0.207, -0.267, -0.238, -0.218, -0.276, 0.211, 0.217, 0.205, 0.208, 0.209, 0.561, -0.545, -0.727, 0.211, 0.248, 0.233, -0.741, 0.240, 0.257, 0.218, -0.678, -0.116, -0.165, -0.242, -0.192, -0.276, -0.225, -0.175, 0.205, 0.207, 0.210, 0.213, 0.198]}

=====

# 2
{"formula": "C4H15N2O", "method": "wB97M-V/def2-TZVPD", "charge": 1, "gap_ha": 0.3685, "total_energy_ev": -9412.7909, "de_lowest_ev": 0.8713, "species": ["C", "N", "C", "N", "C", "C", "H", "H", "H", "H", "H", "H", "H", "H", "H", "H", "H", "H", "H", "H", "H", "O"], "positions_angstrom": [[0.4932, 0.3525, 1.6194], [1.3041, -0.7394, 2.1050], [0.0443, 0.2376, 0.1637], [-0.9321, 1.3917, -0.0905], [-1.7651, 1.2738, -1.3267], [1.1816, 0.3224, -0.8235], [1.0553, 1.2794, 1.7690], [-0.3873, 0.4056, 2.2724], [2.2243, -0.7301, 1.7209], [0.8890, -1.6376, 1.9184], [-0.5222, -0.6736, -0.0196], [-0.3685, 2.2490, -0.1045], [-1.5427, 1.4869, 0.7270], [-2.4836, 2.0862, -1.3448], [-2.2806, 0.3190, -1.2993], [-1.0948, 1.2921, -2.1772], [1.8255, -0.5448, -0.7100], [1.8029, 1.2111, -0.7114], [0.8469, 0.2615, -1.8544], [-0.7518, -3.3554, -1.0100], [0.5475, -3.5932, -0.3328], [-0.0860, -2.8947, -0.4913]], "nbo_charge": [-0.240, -0.801, -0.063, -0.497, -0.413, -0.653, 0.203, 0.195, 0.365, 0.370, 0.246, 0.429, 0.432, 0.240, 0.234, 0.235, 0.261, 0.222, 0.229, 0.483, 0.485, -0.962]}

=====

# 3
{"formula": "C2H8O3PS", "method": "wB97M-V/def2-TZVPD", "charge": 1, "gap_ha": 0.3520, "total_energy_ev": -28461.3273, "de_lowest_ev": 3.4186, "species": ["C", "C", "O", "O", "O", "P", "S", "H", "H", "H", "H", "H", "H", "H", "H"], "positions_angstrom": [[0.2508, -0.8028, 1.5947], [2.8131, 0.1614, -1.8227], [-2.7984, 0.5121, 1.3830], [-0.1636, -0.0050, 0.5472], [1.6206, 0.3578, -1.6544], [-0.4213, -0.3778, -0.9393], [-1.2970, 1.4319, -1.5583], [0.6501, -1.7355, 1.2201], [-0.6120, -0.9216, 2.2850], [1.0901, -0.1371, 2.1227], [3.0061, -0.8861, -1.8067], [3.5380, 0.8659, -2.3504], [-2.2923, 0.9559, 2.0339], [-3.5355, -0.0542, 1.4491], [-1.8486, 0.6353, -2.5040]], "nbo_charge": [-0.265, 0.343, -1.010, -0.804, -0.578, 1.305, -0.142, 0.195, 0.227, 0.219, 0.147, 0.187, 0.504, 0.510, 0.160]}